Model P:
The following is a quantum chemistry calculation of 2 unconnected molecules or ions with the total composition C2H8NOS, from OMol25.

XYZ file:
```
13
Properties=species:S:1:pos:R:3
C 0.669 2.211 0.733
S 0.793 0.914 2.113
H 1.682 2.535 0.518
H 0.286 1.728 -0.170
H -0.028 2.958 1.092
N 0.567 -1.731 -0.474
C -0.741 -1.456 -0.965
O -1.663 -0.875 -0.060
H 1.074 -0.895 -0.213
H 0.521 -2.324 0.353
H -0.588 -0.717 -1.773
H -1.264 -2.281 -1.439
H -1.309 -0.067 0.286
```

The spin multiplicity is 1. For the HOMO-LUMO gap, the calculation gives 6.53 eV. The value obtained for the HOMO energy is -2.5222 eV. Its net charge is -1.

Results of the natural (NBO) charge analysis, in e, for atoms 1 through 2:
1. C -0.7307
2. S -0.7789

***

Model Q:
The following is a quantum chemistry calculation of 2 unconnected molecules or ions with the total composition C2H8NOS, from OMol25.

XYZ file:
```
13
Properties=species:S:1:pos:R:3
C 0.019 -0.180 -2.201
S 0.041 1.519 -1.475
H 0.837 -0.816 -1.847
H -0.893 -0.705 -1.900
H 0.154 -0.191 -3.286
N 0.934 0.466 1.527
C -0.124 -0.508 1.486
O -1.405 0.024 1.149
H 0.967 1.013 0.654
H 0.869 0.993 2.382
H 0.178 -1.230 0.707
H -0.318 -1.030 2.414
H -1.258 0.643 0.390
```

The spin multiplicity is 1. For the HOMO-LUMO gap, the calculation gives 7.03 eV. The value obtained for the HOMO energy is -2.8118 eV. Its net charge is -1.

Results of the natural (NBO) charge analysis, in e, for atoms 1 through 2:
1. C -0.7343
2. S -0.7123

***

If we sort the structures by their calculated energies, the order from most to least stable is model Q, model P.

***

Model P:
The following is a quantum chemistry calculation of 2 unconnected molecules or ions with the total composition C2H8NOS, from OMol25.

XYZ file:
```
13
Properties=species:S:1:pos:R:3
C 1.846 -0.736 -0.113
C 0.377 -0.358 0.484
S -0.969 0.254 -0.505
N 1.924 -0.896 -1.561
H 2.136 -1.562 0.533
H 2.442 0.211 0.071
H 0.399 0.444 1.341
H 0.206 -1.367 0.887
H 1.503 -0.047 -1.921
H 1.445 -1.731 -2.082
H -3.972 2.417 1.512
H -3.423 1.825 0.263
O -3.915 1.545 1.092
```

The spin multiplicity is 1. For the HOMO-LUMO gap, the calculation gives 6.06 eV. The value obtained for the HOMO energy is -2.2841 eV. Its net charge is -1.

Results of the natural (NBO) charge analysis, in e, for atoms 1 through 2:
1. C -0.2256
2. C -0.5746

***

Model Q:
The following is a quantum chemistry calculation of 2 unconnected molecules or ions with the total composition C2H8NOS, from OMol25.

XYZ file:
```
13
Properties=species:S:1:pos:R:3
C -2.058 -0.371 -1.092
S -0.465 -0.733 -1.956
H -2.903 -0.319 -1.772
H -1.918 0.617 -0.642
H -2.328 -1.090 -0.306
N 1.490 0.956 -0.004
C 1.128 0.398 1.280
O 1.163 -1.025 1.322
H 0.673 0.779 -0.598
H 2.385 0.562 -0.251
H 0.128 0.768 1.535
H 1.825 0.735 2.050
H 0.879 -1.277 0.433
```

The spin multiplicity is 1. For the HOMO-LUMO gap, the calculation gives 6.84 eV. The value obtained for the HOMO energy is -2.6710 eV. Its net charge is -1.

Results of the natural (NBO) charge analysis, in e, for atoms 1 through 2:
1. C -0.7313
2. S -0.7293

***

If we sort the structures by their calculated energies, the order from most to least stable is model Q, model P.

***

Model P:
The following is a quantum chemistry calculation of 2 unconnected molecules or ions with the total composition C4H8FNO, from OMol25.

XYZ file:
```
15
Properties=species:S:1:pos:R:3
C -1.189 1.525 0.446
C 0.971 0.793 -0.517
C -0.009 -0.503 1.415
C -0.146 0.508 0.316
N -1.596 -0.398 -1.050
O -1.144 2.694 0.112
F -2.186 -1.548 -0.481
H -2.038 1.161 1.060
H 0.970 1.822 -0.870
H 1.074 0.204 -1.515
H 2.001 0.473 -0.009
H -0.899 -0.734 1.875
H 0.574 -0.028 2.155
H 0.331 -1.415 1.024
H -2.411 0.214 -1.052
```

The spin multiplicity is 1. For the HOMO-LUMO gap (spin up / spin down), the calculation gives 8.63 / 8.62 eV. The value obtained for the HOMO energy (spin up / spin down) is -9.2317 / -9.2211 eV. Its net charge is 0.

Results of the natural (NBO) charge analysis, in e, for atoms 1 through 2:
1. C 0.3428
2. C -0.7149

***

Model Q:
The following is a quantum chemistry calculation of 2 unconnected molecules or ions with the total composition C4H8FNO, from OMol25.

XYZ file:
```
15
Properties=species:S:1:pos:R:3
C -1.118 -1.068 0.361
C -0.986 -1.273 1.910
C 1.857 0.678 -1.302
C 1.086 1.934 -1.492
N -1.450 0.194 -0.022
O -1.187 -1.901 -0.518
F 1.981 2.836 -1.720
H -0.717 -0.313 2.291
H -1.919 -1.480 2.326
H -0.346 -2.076 2.123
H 1.306 -0.097 -1.631
H 2.887 0.724 -1.671
H 1.897 0.548 -0.228
H -1.423 1.044 0.519
H -1.870 0.251 -0.945
```

The spin multiplicity is 1. For the HOMO-LUMO gap, the calculation gives 9.59 eV. The value obtained for the HOMO energy is -9.2238 eV. Its net charge is 0.

Results of the natural (NBO) charge analysis, in e, for atoms 1 through 2:
1. C 0.6755
2. C -0.6952

***

If we sort the structures by their calculated energies, the order from most to least stable is model Q, model P.

***

Model P:
The following is a quantum chemistry calculation of a molecular structure, C6H6O, from OMol25.

XYZ file:
```
13
Properties=species:S:1:pos:R:3
O 0.083 -0.282 1.801
C 0.573 -0.608 0.542
C -0.527 -0.756 -0.525
C -1.287 0.462 -0.776
C -1.894 1.478 -0.966
C 1.276 1.156 -0.228
C 1.971 0.163 0.163
H -0.327 0.591 1.730
H 1.031 -1.586 0.647
H -1.218 -1.531 -0.176
H -0.085 -1.093 -1.466
H -2.492 2.330 -1.179
H 2.895 -0.323 0.432
```

The spin multiplicity is 1. For the HOMO-LUMO gap, the calculation gives 10.14 eV. The value obtained for the HOMO energy is -9.6917 eV. Its net charge is 0.

Results of the natural (NBO) charge analysis, in e, for atoms 1 through 2:
1. O -0.6937
2. C 0.1252

***

Model Q:
The following is a quantum chemistry calculation of a single C6H6O molecule, from OMol25.

XYZ file:
```
13
Properties=species:S:1:pos:R:3
C -1.579 1.598 -0.872
C -1.250 0.443 -0.794
C -0.729 -0.912 -0.605
C 0.334 -0.919 0.515
O -0.257 -0.653 1.768
C 1.442 0.020 0.252
C 2.337 0.816 0.132
H -1.855 2.626 -0.957
H -1.531 -1.595 -0.301
H -0.304 -1.293 -1.541
H 0.745 -1.931 0.591
H -0.495 0.286 1.774
H 3.142 1.513 0.038
```

The spin multiplicity is 1. For the HOMO-LUMO gap, the calculation gives 11.14 eV. The SMILES is C#CC[C@H](O)C#C. The value obtained for the HOMO energy is -10.1929 eV. Its net charge is 0.

Results of the natural (NBO) charge analysis, in e, for atoms 1 through 2:
1. C -0.2506
2. C -0.0009

***

Model R:
The following is a quantum chemistry calculation of a single C6H6O molecule, from OMol25.

XYZ file:
```
13
Properties=species:S:1:pos:R:3
O -0.762 -1.724 0.481
C -0.242 -0.371 1.045
C 1.000 -0.594 0.121
C 1.336 0.844 -0.272
C 0.176 1.498 -0.400
C -0.887 0.441 -0.081
C -0.306 -0.831 -0.706
H -0.353 -0.281 2.129
H 0.161 -2.174 0.565
H 2.338 1.235 -0.416
H -0.022 2.530 -0.669
H -1.950 0.707 -0.112
H -0.490 -1.280 -1.685
```

The spin multiplicity is 1. For the HOMO-LUMO gap, the calculation gives 8.59 eV. The value obtained for the HOMO energy is -7.6771 eV. Its net charge is 0.

Results of the natural (NBO) charge analysis, in e, for atoms 1 through 2:
1. O -0.5450
2. C 0.0841

***

If we sort the structures by their calculated energies, the order from most to least stable is model Q, model P, model R.